--- A ---
C2H2F2P | ωB97M-V/def2-TZVPD

Calculated values
**2S+1**: 1
**Orbital gap**: 8.90 eV
**Charge**: +1

Structure (XYZ):
```
7
Properties=species:S:1:pos:R:3:lowdin_charge:R:1
C 0.38085 0.80530 0.16553 -0.303
C 1.56946 0.90248 -0.08571 0.198
F -1.91840 0.98931 -0.79161 -0.224
F -0.38242 -1.86654 0.39913 -0.096
P -1.29553 0.70883 0.59849 1.183
H -1.01842 -2.34629 -0.12239 0.140
H 2.66446 0.80693 -0.16343 0.102
```

--- B ---
C2H2F2P | ωB97M-V/def2-TZVPD

Calculated values
**2S+1**: 1
**Orbital gap**: 6.51 eV
**Charge**: +1

Structure (XYZ):
```
7
Properties=species:S:1:pos:R:3:lowdin_charge:R:1
C 0.64406 -0.96007 -0.06472 -0.034
C 1.39277 -1.30251 0.78081 0.070
F -0.19813 2.33350 -0.53377 -0.166
F -2.13755 1.04289 0.01656 -0.164
P -1.19851 1.33327 -1.19307 1.260
H -0.21796 -0.91407 -0.75479 -0.010
H 1.71532 -1.53301 1.74898 0.045
```

Energy comparison, zero being the most stable, in kcal/mol: A 0.0; B 5.9.

--- A ---
CH9N2O | ωB97M-V/def2-TZVPD

Calculated values
**2S+1**: 1
**Orbital gap**: 11.25 eV
**Charge**: +1

Structure (XYZ):
```
13
Properties=species:S:1:pos:R:3:lowdin_charge:R:1
O 1.79937 1.59459 -1.47734 -0.051
H 2.39978 1.22342 -2.13277 0.059
H -1.01898 0.62400 -0.95241 0.164
H 2.44965 2.12906 -1.00670 0.059
N -0.58197 0.49282 -0.03485 0.183
C -1.15452 -0.63994 0.87507 -0.235
N -0.47063 -1.82283 0.94316 0.062
H -0.57114 1.35769 0.51082 0.157
H 0.43063 0.37654 -0.20659 0.125
H -2.15574 -0.74285 0.42826 0.139
H -1.34122 -0.13332 1.81860 0.136
H 0.24509 -2.03285 1.60842 0.101
H -0.46408 -2.46004 0.17021 0.102
```

--- B ---
CH9N2O | ωB97M-V/def2-TZVPD

Calculated values
**2S+1**: 1
**Orbital gap**: 11.53 eV
**Charge**: +1

Structure (XYZ):
```
13
Properties=species:S:1:pos:R:3:lowdin_charge:R:1
O -1.74269 1.10470 -1.57214 -0.053
H -2.69483 1.24350 -1.59214 0.056
H -1.09365 -0.93232 1.43938 0.165
H -1.47663 0.67006 -2.38624 0.049
N -0.18892 -1.14064 1.02083 0.197
C 0.50546 0.17767 0.58103 -0.198
N 1.82782 -0.15489 0.18366 0.049
H -0.31412 -1.71023 0.17903 0.164
H 0.43007 -1.70094 1.60049 0.159
H 0.44164 0.80758 1.45395 0.133
H -0.13999 0.50996 -0.21699 0.088
H 2.04965 0.14767 -0.75192 0.096
H 2.52811 0.22210 0.80368 0.095
```

Energy comparison, zero being the most stable, in kcal/mol: A 1.7; B 0.0.

--- A ---
C2H10N3O | ωB97M-V/def2-TZVPD

Calculated values
**2S+1**: 1
**Orbital gap**: 8.27 eV
**Charge**: +1

Structure (XYZ):
```
16
Properties=species:S:1:pos:R:3:lowdin_charge:R:1
C -0.78059 0.18926 0.31010 -0.252
C 1.55647 -0.15019 -0.38187 -0.224
N -1.41842 1.22742 -0.29596 -0.034
N 2.19056 0.87285 0.12304 0.171
N -1.55428 -1.23216 -0.15297 0.146
O 1.77534 -1.46704 0.01013 0.025
H -0.82842 0.19290 1.39846 0.090
H 0.91338 -0.41123 -1.24218 0.142
H -1.59539 1.20299 -1.30979 0.090
H -2.29741 1.62761 0.10164 0.105
H 2.79693 0.75322 0.94395 0.155
H 2.44325 1.58560 -0.50703 0.117
H -0.96886 -2.01130 -0.11182 0.085
H -2.38485 -1.54546 0.36910 0.139
H -1.93330 -1.11350 -1.09619 0.133
H 2.52721 -1.67140 0.56576 0.112
```

--- B ---
C2H10N3O | ωB97M-V/def2-TZVPD

Calculated values
**SMILES**: NO[C@H](N)C[NH3+]
**2S+1**: 1
**Orbital gap**: 11.27 eV
**Charge**: +1

Structure (XYZ):
```
16
Properties=species:S:1:pos:R:3:lowdin_charge:R:1
C -0.07878 -1.01419 0.37690 -0.143
C -0.87816 0.08225 -0.33078 -0.408
N -2.22014 -0.06890 -0.09383 0.102
N 1.18258 1.55119 0.07688 0.093
N 1.27752 -1.00073 -0.17020 0.117
O -0.29161 1.44712 0.07355 -0.105
H 0.04451 -0.73429 1.37789 0.119
H -0.79190 -1.85824 0.40292 0.153
H -0.61898 0.05264 -1.39734 0.153
H -2.43143 -0.42138 0.87509 0.138
H -2.72575 0.77177 -0.44939 0.137
H 1.66321 1.96715 -0.71380 0.141
H 1.35403 1.98348 0.88444 0.075
H 1.22094 -1.15004 -1.16005 0.139
H 1.74083 -1.77593 0.29213 0.159
H 1.55313 0.16809 -0.04440 0.129
```

--- C ---
C2H10N3O | ωB97M-V/def2-TZVPD

Calculated values
**2S+1**: 1
**Orbital gap**: 11.87 eV
**Charge**: +1

Structure (XYZ):
```
16
Properties=species:S:1:pos:R:3:lowdin_charge:R:1
C 0.20053 -1.55907 1.47632 0.001
N 1.01082 -0.52541 0.78883 0.055
C 0.75396 0.09840 -0.33324 -0.436
N 1.48870 1.18560 -0.63542 0.206
N -0.15819 -0.38086 -1.19328 0.194
H 0.82276 -2.07490 2.18389 0.096
H -0.64120 -1.04118 1.93848 0.092
H -0.28031 -2.18662 0.72561 0.094
H 1.90564 -0.42026 1.23000 0.156
H 1.82550 1.38292 -1.54630 0.122
H 1.85646 1.70906 0.13834 0.128
H -0.16149 0.08600 -2.08836 0.127
H -1.14091 -0.49153 -0.95124 0.102
H -2.34334 1.16703 0.74851 0.053
H -3.45773 1.21940 -0.20725 0.073
O -2.52980 0.91880 -0.17117 -0.062
```

Energy comparison, zero being the most stable, in kcal/mol: A 89.2; B 77.3; C 0.0.

--- A ---
CH2N2S2 | ωB97M-V/def2-TZVPD

Calculated values
**SMILES**: N#CN(S)S
**2S+1**: 1
**Orbital gap**: 8.42 eV

Structure (XYZ):
```
7
Properties=species:S:1:pos:R:3:lowdin_charge:R:1
C -2.59406 -0.04345 -0.28426 -0.561
N -3.65368 -0.14168 -0.69593 0.155
N -1.39156 0.06484 0.14213 -0.732
S -0.79855 1.50315 0.87154 0.695
S -0.53636 -1.61704 0.86660 0.671
H 0.10003 1.87076 -0.24810 -0.054
H 0.70027 -1.11780 0.66912 -0.175
```

--- B ---
CH2N2S2 | ωB97M-V/def2-TZVPD

Calculated values
**SMILES**: N#CN(S)S
**2S+1**: 1
**Orbital gap**: 9.13 eV

Structure (XYZ):
```
7
Properties=species:S:1:pos:R:3:lowdin_charge:R:1
C 1.18358 -0.02075 0.81030 -0.445
N 2.23358 -0.25456 1.12890 0.133
N -0.08879 0.14874 0.13854 -0.879
S -0.62162 1.65552 -0.48767 0.748
S -0.63491 -1.55195 -0.26913 0.739
H -1.72174 1.52205 0.24219 -0.138
H -0.35010 -1.49906 -1.56315 -0.158
```

Energy comparison, zero being the most stable, in kcal/mol: A 6.0; B 0.0.